# C17H24Cl5NO5

A 2-piece molecular cluster, C17H24Cl5NO5 overall at a distorted geometry (the ωB97M-V functional and the def2-TZVPD basis, OMol25).

Results
* SMILES string: CCCNC1=C(CCCO)C(=O)C(Cl)=C(OCCOCC)C1=O.ClC(Cl)(Cl)Cl
* multiplicity: 1
* net charge: 0
* gap between HOMO and LUMO: 7.395 eV

Cartesian coordinates (Å):
C (1.01, -3.51, 0.16)
C (-0.58, -3.40, 0.01)
C (-1.05, -2.28, -1.07)
N (-1.90, -1.29, -0.33)
C (-1.60, 0.09, -0.66)
C (-2.49, 0.97, -1.34)
C (-3.94, 0.52, -1.84)
C (-5.03, 1.17, -0.83)
C (-4.51, 1.34, 0.67)
O (-4.09, 0.08, 1.27)
C (-2.11, 2.49, -1.63)
O (-2.91, 3.22, -2.27)
C (-0.76, 3.12, -1.08)
Cl (-0.33, 4.89, -1.32)
C (0.15, 2.27, -0.38)
O (1.33, 2.89, 0.12)
C (2.41, 2.84, -0.87)
C (3.20, 1.47, -0.63)
O (4.65, 1.62, -0.67)
C (5.18, 0.25, -0.52)
C (6.20, 0.11, 0.70)
C (-0.20, 0.72, -0.20)
O (0.64, -0.08, 0.30)
H (1.23, -4.55, 0.60)
H (1.40, -2.76, 0.93)
H (1.58, -3.46, -0.83)
H (-0.99, -3.11, 1.05)
H (-1.07, -4.42, -0.22)
H (-1.66, -2.84, -1.87)
H (-0.13, -1.82, -1.56)
H (-2.89, -1.53, -0.49)
H (-4.11, 1.07, -2.84)
H (-4.07, -0.60, -1.98)
H (-5.31, 2.21, -1.22)
H (-5.99, 0.55, -0.85)
H (-5.41, 1.71, 1.30)
H (-3.71, 2.15, 0.79)
H (-3.37, 0.30, 1.91)
H (3.06, 3.77, -0.68)
H (2.01, 2.97, -1.93)
H (2.86, 0.73, -1.43)
H (2.95, 1.12, 0.44)
H (4.29, -0.44, -0.29)
H (5.63, -0.14, -1.50)
H (5.64, 0.12, 1.70)
H (6.70, -0.92, 0.59)
H (7.00, 0.92, 0.75)
Cl (0.46, -3.77, 3.43)
C (0.23, -2.11, 4.01)
Cl (-1.34, -1.50, 3.44)
Cl (0.26, -2.09, 5.79)
Cl (1.52, -1.08, 3.38)

# C17H24ClNO9P

A 4-piece molecular cluster, C17H24ClNO9P overall (the ωB97M-V functional and the def2-TZVPD basis, OMol25).

Results
* multiplicity: 1
* net charge: +1
* gap between HOMO and LUMO: 7.758 eV

Cartesian coordinates (Å):
C (-2.16, -2.22, -1.22)
C (-1.96, -0.74, -1.59)
P (-1.61, 0.26, -0.09)
C (-1.05, 1.87, -0.78)
C (0.05, -0.42, 0.38)
C (0.87, -1.04, -0.54)
N (2.05, -1.58, -0.19)
C (2.50, -1.56, 1.08)
C (1.76, -0.95, 2.04)
C (0.53, -0.38, 1.70)
Cl (-0.35, 0.40, 2.93)
H (-2.70, -2.73, -2.02)
H (-2.74, -2.33, -0.30)
H (-1.21, -2.74, -1.10)
H (-1.18, -0.65, -2.35)
H (-2.88, -0.33, -2.01)
H (-1.75, 2.65, -0.50)
H (-0.95, 1.84, -1.87)
H (-0.07, 2.13, -0.37)
H (0.59, -1.15, -1.57)
H (2.59, -2.05, -0.92)
H (3.45, -2.04, 1.28)
H (2.13, -0.92, 3.06)
C (2.68, 2.38, 3.83)
C (2.70, 1.52, 5.08)
O (4.09, 1.51, 5.41)
C (4.68, 2.60, 4.86)
O (5.78, 2.96, 5.08)
O (3.81, 3.22, 4.02)
H (1.78, 2.98, 3.73)
H (2.84, 1.80, 2.91)
H (2.14, 1.97, 5.90)
H (2.35, 0.50, 4.94)
C (3.06, -1.27, -4.99)
C (3.84, -2.08, -3.97)
O (2.82, -2.41, -3.01)
C (1.61, -2.34, -3.63)
O (0.59, -2.68, -3.10)
O (1.73, -1.80, -4.84)
H (3.39, -1.42, -6.02)
H (3.03, -0.21, -4.76)
H (4.23, -3.00, -4.38)
H (4.64, -1.52, -3.49)
C (-6.33, 1.52, 0.89)
C (-5.03, 1.86, 0.18)
O (-4.80, 0.69, -0.60)
C (-5.98, 0.05, -0.80)
O (-6.13, -0.86, -1.54)
O (-6.94, 0.60, -0.03)
H (-6.99, 2.36, 1.05)
H (-6.16, 1.00, 1.84)
H (-5.14, 2.72, -0.48)
H (-4.19, 2.02, 0.86)

# C17H24F2N2O2

One molecule with the formula C17H24F2N2O2 (the ωB97M-V functional and the def2-TZVPD basis, OMol25).

Results
* relative energy (zero: lowest compared OMol25 entry of this formula, charge and spin): 0.0 kcal per mole
* SMILES string: CC(C)CCNC(=O)[C@@H](NC(=O)c1c(F)cccc1F)C(C)C
* multiplicity: 1
* net charge: 0
* gap between HOMO and LUMO: 9.884 eV

Cartesian coordinates (Å):
C (-0.35, 3.35, 0.93)
C (-1.05, 3.65, -0.40)
C (-0.61, 5.02, -0.93)
C (-0.85, 2.55, -1.44)
C (0.61, 2.18, -1.74)
N (1.09, 1.12, -0.88)
C (1.44, -0.09, -1.35)
O (1.52, -0.37, -2.53)
C (1.70, -1.11, -0.23)
N (0.40, -1.65, 0.14)
C (-0.41, -1.01, 1.00)
O (-0.11, 0.02, 1.57)
C (-1.74, -1.68, 1.22)
C (-1.86, -3.04, 1.52)
F (-0.75, -3.80, 1.54)
C (-3.08, -3.63, 1.79)
C (-4.22, -2.86, 1.77)
C (-4.15, -1.51, 1.47)
C (-2.91, -0.94, 1.21)
F (-2.86, 0.36, 0.89)
C (2.66, -2.23, -0.66)
C (4.02, -1.63, -1.01)
C (2.81, -3.27, 0.45)
H (-0.64, 4.08, 1.68)
H (0.73, 3.39, 0.81)
H (-0.63, 2.36, 1.29)
H (-2.13, 3.70, -0.20)
H (-0.84, 5.79, -0.20)
H (0.46, 5.04, -1.12)
H (-1.13, 5.25, -1.86)
H (-1.37, 1.65, -1.11)
H (-1.32, 2.87, -2.37)
H (0.70, 1.80, -2.76)
H (1.26, 3.05, -1.64)
H (0.92, 1.22, 0.11)
H (2.09, -0.59, 0.66)
H (0.08, -2.45, -0.38)
H (-3.11, -4.68, 2.02)
H (-5.18, -3.31, 1.99)
H (-5.03, -0.89, 1.44)
H (2.24, -2.69, -1.56)
H (3.92, -0.92, -1.83)
H (4.70, -2.41, -1.31)
H (4.44, -1.11, -0.16)
H (3.24, -2.81, 1.34)
H (1.85, -3.70, 0.72)
H (3.47, -4.07, 0.12)

# C17H24F5HgN3O2Ta

C17H24F5HgN3O2Ta as an isolated structure at a distorted geometry (the ωB97M-V functional and the def2-TZVPD basis, OMol25).

Results
* relative energy (zero: lowest compared OMol25 entry of this formula, charge and spin): 0.0 kcal per mole
* multiplicity: 2
* expectation value of S²: 0.76
* net charge: +2
* gap between HOMO and LUMO (alpha / beta): 7.427 / 4.661 eV

Cartesian coordinates (Å):
N (1.18, -1.52, -0.63)
C (2.16, -2.19, -0.95)
O (3.11, -2.81, -1.23)
Hg (-2.82, -2.21, -0.38)
Ta (0.02, -0.19, 0.27)
N (-1.57, 0.00, -0.91)
N (1.37, 1.18, -0.05)
C (-1.88, 0.18, -2.33)
C (2.55, 1.59, -0.83)
C (-3.39, 0.16, -2.59)
C (-1.36, 1.54, -2.80)
C (-1.21, -0.94, -3.10)
C (3.79, 1.00, -0.16)
C (2.65, 3.12, -0.87)
C (2.44, 1.05, -2.25)
H (-3.86, -0.79, -2.31)
H (-3.55, 0.28, -3.67)
H (-3.91, 0.97, -2.08)
H (-1.89, 2.36, -2.30)
H (-1.53, 1.62, -3.89)
H (-0.29, 1.65, -2.61)
H (-0.13, -0.98, -2.94)
H (-1.41, -0.79, -4.18)
H (-1.63, -1.92, -2.83)
H (3.91, 1.38, 0.86)
H (4.68, 1.28, -0.75)
H (3.72, -0.09, -0.12)
H (2.89, 3.53, 0.11)
H (1.72, 3.56, -1.24)
H (3.47, 3.39, -1.56)
H (3.35, 1.35, -2.80)
H (1.58, 1.48, -2.77)
H (2.38, -0.04, -2.27)
C (-2.22, 0.99, 0.02)
H (-1.70, 1.00, 1.02)
H (-2.25, 2.02, -0.38)
H (-3.26, 0.68, 0.23)
C (1.22, 1.81, 1.29)
H (0.53, 1.21, 1.95)
H (2.19, 1.86, 1.81)
H (0.82, 2.84, 1.21)
F (-1.66, -4.31, 6.06)
C (-1.33, -3.42, 5.10)
C (-2.34, -2.79, 4.37)
F (-3.64, -3.10, 4.61)
C (-2.00, -1.89, 3.39)
F (-2.97, -1.24, 2.69)
C (-0.65, -1.69, 3.05)
O (-0.32, -1.01, 1.93)
C (0.36, -2.28, 3.83)
F (1.66, -2.03, 3.53)
C (0.02, -3.14, 4.85)
F (0.98, -3.72, 5.60)